No. 1
The following is a quantum chemistry calculation of a molecular structure, C20H42BClF4N4O12P2S2Si at a distorted geometry, from the OMol25 dataset.

Results
**Energy above the lowest of the compared OMol25 structures with the same formula, charge and spin**: 66.58 kcal per mole
**DFT total energy**: -124146.9555 eV
**HOMO-LUMO gap**: 0.25322 hartree

The geometry in ORCA input format:
```
! wB97M-V def2-TZVPD RIJCOSX def2/J DEFGRID3
* xyz 0 1
C -3.79 2.33 -3.69
C -4.29 1.99 -2.26
C -3.29 2.37 -1.13
C -1.93 1.63 -1.27
C -2.02 0.20 -0.71
C -0.67 -0.60 -0.71
C 0.10 -0.53 -2.05
P -0.50 -1.86 -3.30
P -2.59 -2.33 -3.04
O -3.41 -1.19 -3.46
O -2.92 -3.53 -4.10
O -2.97 -2.91 -1.59
N 1.55 -0.83 -1.93
B 1.69 -2.31 -1.85
O 2.53 -2.93 -2.81
O 1.15 -3.11 -0.87
C 1.69 -4.45 -0.82
C 1.08 -5.16 0.42
C 2.25 -0.03 -0.90
C 1.94 1.48 -1.33
C 2.94 2.59 -0.98
C 2.20 3.97 -1.24
C 2.17 4.84 0.03
O 1.05 5.73 0.03
Si 4.16 -0.29 -0.82
C 4.90 0.28 -2.49
C 4.99 0.60 0.65
C 4.77 -2.07 -0.62
C 1.56 -0.16 0.51
F 1.90 0.94 1.27
Cl 2.22 -1.50 1.50
N 0.06 -0.12 0.49
C -0.45 -0.77 1.77
O -0.95 -1.81 1.80
N -0.33 0.01 2.96
C -1.57 -0.20 3.69
O -2.58 0.18 3.27
F -1.53 -0.84 4.80
H -2.93 3.03 -3.70
H -3.40 1.40 -4.13
H -4.59 2.68 -4.35
H -4.59 0.94 -2.18
H -5.20 2.59 -2.08
H -3.10 3.45 -1.17
H -3.79 2.13 -0.18
H -1.66 1.70 -2.33
H -1.23 2.21 -0.63
H -2.39 0.30 0.33
H -2.82 -0.32 -1.25
H -0.99 -1.65 -0.61
H -0.11 0.38 -2.63
H -0.41 -1.28 -4.59
H -2.45 -4.33 -3.78
H -3.68 -2.36 -1.22
H 1.99 -3.34 -3.49
H 1.38 -5.04 -1.69
H 2.77 -4.46 -0.69
H 1.26 -6.24 0.34
H 0.00 -4.94 0.42
H 1.58 -4.75 1.31
H 1.78 1.52 -2.42
H 0.97 1.78 -0.91
H 3.22 2.65 0.08
H 3.83 2.65 -1.62
H 2.65 4.49 -2.09
H 1.14 3.80 -1.52
H 3.12 5.39 0.12
H 2.11 4.19 0.93
H 0.95 5.99 0.96
H 4.99 -0.63 -3.11
H 5.84 0.83 -2.36
H 4.14 0.91 -3.00
H 4.46 0.45 1.60
H 5.21 1.65 0.43
H 5.98 0.12 0.78
H 5.67 -2.12 0.01
H 4.04 -2.79 -0.22
H 5.08 -2.47 -1.60
H -0.19 0.87 0.62
H -0.34 0.99 2.66
N -5.00 -0.33 6.93
S -4.78 -1.43 8.04
O -5.47 -1.23 9.28
O -3.47 -2.01 8.12
F -5.62 -2.62 7.38
S -4.34 1.04 7.28
O -4.80 2.11 6.45
O -2.94 1.04 7.57
F -4.99 1.43 8.68
*
```

No. 2
The following is a quantum chemistry calculation of 3 unconnected molecules or ions with the total composition C20H42BNO13S3 at a distorted geometry, from the OMol25 dataset.

Results
**DFT total energy**: -82701.5800 eV
**HOMO-LUMO gap**: 0.33228 hartree

The geometry in ORCA input format:
```
! wB97M-V def2-TZVPD RIJCOSX def2/J DEFGRID3
* xyz 0 1
C -2.66 -5.98 2.91
C -2.60 -4.50 2.67
C -1.25 -3.63 2.33
B -1.34 -2.36 3.41
O -2.34 -1.28 3.35
O -0.36 -2.32 4.56
O -0.21 -4.46 3.01
S 0.63 -5.37 1.84
O 0.14 -6.80 1.50
O 2.08 -5.37 2.37
O 0.20 -4.38 0.52
C -0.83 -3.32 0.78
C -1.88 -3.61 -0.45
C -3.38 -2.98 -0.26
N -4.40 -4.07 0.00
C -4.74 -4.86 -1.25
C -6.00 -4.26 -2.12
C -5.62 -3.57 0.74
C -6.24 -2.04 0.67
O -6.29 -4.45 1.53
C 0.10 -1.96 0.50
C -0.79 -0.59 0.29
C -0.12 0.55 1.31
C -0.62 0.06 -1.24
H -3.69 -6.53 2.74
H -1.75 -6.59 3.31
H -3.63 -3.90 2.71
H -2.96 -1.37 2.57
H -0.67 -1.53 5.12
H -1.86 -4.77 -0.69
H -1.41 -3.09 -1.41
H -3.46 -2.23 0.63
H -3.73 -2.44 -1.27
H -3.83 -5.03 -1.98
H -5.08 -5.94 -0.88
H -6.98 -4.81 -1.72
H -6.15 -3.10 -1.96
H -5.85 -4.54 -3.27
H -6.01 -1.49 1.70
H -5.75 -1.49 -0.24
H -7.39 -2.13 0.49
H 0.93 -1.87 1.35
H 0.71 -2.11 -0.51
H -1.92 -0.68 0.57
H 0.90 0.93 0.89
H 0.11 0.07 2.36
H -0.82 1.47 1.47
H -1.61 0.65 -1.48
H 0.25 0.88 -1.20
H -0.33 -0.73 -2.05
O 1.36 3.75 0.65
S 0.43 4.80 0.27
O -0.63 4.57 -0.68
O 1.27 6.12 -0.18
C 2.25 5.98 -1.20
C 1.61 5.89 -2.58
C -0.28 5.49 1.75
H 2.90 5.12 -1.01
H 2.88 6.88 -1.16
H 1.05 4.96 -2.68
H 2.37 5.91 -3.36
H 0.91 6.71 -2.74
H 0.52 5.71 2.46
H -0.96 4.74 2.17
H -0.83 6.39 1.48
O 5.00 4.01 -2.56
S 5.97 4.21 -1.50
O 6.31 5.53 -1.01
O 7.35 3.43 -1.89
C 7.96 3.71 -3.14
C 8.70 5.04 -3.11
C 5.52 3.20 -0.12
H 7.23 3.69 -3.95
H 8.69 2.91 -3.33
H 8.00 5.88 -3.01
H 9.27 5.19 -4.03
H 9.38 5.09 -2.25
H 5.31 2.19 -0.47
H 4.63 3.63 0.34
H 6.34 3.20 0.60
*
```

No. 3
The following is a quantum chemistry calculation of 5 unconnected molecules or ions with the total composition C20H42BNO20S4 at a distorted geometry, from the OMol25 dataset.

Results
**Energy above the lowest of the compared OMol25 structures with the same formula, charge and spin**: 36.17 kcal per mole
**DFT total energy**: -107873.0556 eV
**HOMO-LUMO gap**: 0.34786 hartree

The geometry in ORCA input format:
```
! wB97M-V def2-TZVPD RIJCOSX def2/J DEFGRID3
* xyz 0 1
C 4.63 -1.16 1.87
O 5.29 -0.18 1.08
C 5.37 -0.54 -0.31
C 5.10 0.72 -1.27
C 4.41 1.91 -0.45
C 3.94 3.08 -1.40
C 2.51 3.66 -1.07
C 2.13 3.71 0.46
C 0.83 2.84 0.78
C 0.96 1.34 0.32
C -0.38 0.55 0.62
N -0.48 -0.75 -0.10
B -1.28 -0.64 -1.37
C -0.92 0.26 -2.64
O -2.49 -1.41 -1.44
C 0.77 -1.38 -0.28
O 1.48 -1.71 0.65
O 1.20 -1.69 -1.58
H 5.21 -1.38 2.82
H 4.51 -2.15 1.35
H 3.62 -0.79 2.22
H 4.62 -1.32 -0.61
H 6.44 -0.87 -0.49
H 4.41 0.43 -2.10
H 6.07 1.14 -1.65
H 5.19 2.34 0.24
H 3.62 1.48 0.20
H 3.89 2.65 -2.44
H 4.69 3.92 -1.46
H 1.67 3.16 -1.64
H 2.51 4.73 -1.45
H 1.82 4.77 0.69
H 2.98 3.49 1.16
H 0.57 2.85 1.87
H -0.02 3.29 0.19
H 1.27 1.24 -0.76
H 1.75 0.87 0.98
H -1.22 1.26 0.37
H -0.44 0.40 1.74
H -0.01 0.90 -2.52
H -1.82 0.88 -2.89
H -0.70 -0.47 -3.49
H -2.20 -2.33 -1.64
H 2.17 -1.76 -1.58
C -7.13 0.49 -0.51
C -7.09 -0.14 0.88
O -5.88 -0.89 0.90
S -4.77 -0.16 -0.02
O -3.94 0.62 0.82
O -4.26 -1.10 -0.95
O -5.78 0.85 -0.80
H -7.47 -0.23 -1.26
H -7.77 1.37 -0.54
H -7.95 -0.78 1.07
H -7.03 0.63 1.65
C -3.85 -3.96 1.35
C -3.43 -3.45 2.71
O -3.70 -4.53 3.61
S -3.47 -5.93 2.84
O -2.17 -6.41 3.14
O -4.64 -6.72 3.00
O -3.46 -5.34 1.33
H -4.94 -3.92 1.23
H -3.37 -3.42 0.54
H -3.99 -2.56 3.01
H -2.36 -3.23 2.74
C 5.10 3.22 5.42
C 5.46 3.40 3.96
O 4.22 3.30 3.26
S 3.04 3.88 4.19
O 2.79 5.23 3.80
O 2.01 2.90 4.28
O 3.85 3.90 5.58
H 4.95 2.17 5.67
H 5.85 3.64 6.09
H 6.16 2.64 3.61
H 5.88 4.39 3.77
C -3.85 -3.21 -4.89
C -3.27 -1.87 -4.45
O -2.11 -1.69 -5.27
S -2.37 -2.37 -6.71
O -2.78 -1.35 -7.62
O -1.29 -3.25 -6.99
O -3.66 -3.24 -6.31
H -3.30 -4.04 -4.45
H -4.91 -3.30 -4.64
H -3.01 -1.86 -3.39
H -3.97 -1.05 -4.66
*
```